(1)
# C30H36BF6N8O2PPbS2Sb

A molecular structure, C30H36BF6N8O2PPbS2Sb in a non-equilibrium geometry (the ωB97M-V functional and the def2-TZVPD basis, the Open Molecules 2025 dataset).

Results
<S²>	0.757
HOMO (alpha / beta)	-13.928 / -13.917	eV
ΔE to the lowest compared entry with this formula, charge and spin	148.6	kJ/mol
multiplicity	2
charge	+2
HOMO-LUMO gap (alpha / beta)	0.324 / 0.180	Ha

Geometry as XYZ:
```
88
C30H36BF6N8O2PPbS2Sb (the ωB97M-V functional and the def2-TZVPD basis)
Pb -0.368 1.338 -0.279
C -5.676 1.829 1.953
N -4.200 1.703 1.983
C -3.404 1.449 3.084
C -2.119 1.570 2.684
N -2.088 1.962 1.364
C -3.317 1.974 0.964
P -3.929 2.371 -0.729
C -3.265 1.002 -1.721
N -2.053 0.489 -1.621
C -1.923 -0.543 -2.463
C -3.117 -0.694 -3.157
N -3.957 0.252 -2.684
C -5.399 0.361 -2.957
C -2.684 3.601 -1.192
N -1.334 3.338 -1.243
C -0.745 4.485 -1.665
C -1.689 5.433 -1.896
N -2.871 4.890 -1.548
C -4.211 5.529 -1.459
H -5.964 1.914 0.901
H -6.062 0.886 2.345
H -5.885 2.601 2.638
H -3.876 1.144 4.006
H -1.221 1.236 3.311
H -1.060 -1.250 -2.429
H -3.439 -1.478 -3.882
H -5.916 -0.529 -2.558
H -5.742 1.202 -2.387
H -5.526 0.612 -3.983
H 0.326 4.579 -1.779
H -1.624 6.402 -2.335
H -4.869 4.702 -1.393
H -4.314 6.227 -0.613
H -4.508 6.009 -2.388
O 1.475 -2.140 2.715
S 1.941 -3.172 1.846
C 3.686 -3.004 1.788
C 4.241 -1.584 1.393
C 4.118 -1.247 -0.140
C 2.962 -0.275 -0.500
S 2.483 0.012 -2.215
O 1.213 0.808 -1.988
C 3.764 1.142 -2.788
C 3.715 2.493 -2.538
C 4.755 3.308 -2.890
C 5.862 2.743 -3.516
C 5.935 1.345 -3.693
C 4.811 0.551 -3.400
C 1.489 -4.815 2.337
C 0.921 -4.965 3.577
C 0.486 -6.276 3.778
C 0.542 -7.298 2.856
C 1.088 -7.051 1.622
C 1.557 -5.807 1.325
H 4.098 -3.687 1.015
H 3.987 -3.370 2.757
H 5.306 -1.683 1.693
H 3.851 -0.815 2.062
H 3.976 -2.282 -0.563
H 5.079 -0.917 -0.634
H 3.146 0.714 -0.011
H 2.022 -0.676 -0.057
H 2.890 2.981 -2.090
H 4.871 4.449 -2.671
H 6.661 3.399 -3.939
H 6.810 0.966 -4.139
H 4.777 -0.496 -3.701
H 0.731 -4.136 4.189
H 0.128 -6.507 4.746
H 0.096 -8.235 3.140
H 1.147 -7.818 0.846
H 1.789 -5.592 0.325
B 2.205 2.309 2.631
C 1.685 2.908 1.315
N 1.326 3.343 0.307
H 2.872 3.108 3.092
H 2.777 1.290 2.307
H 1.232 1.983 3.309
N 1.277 -3.102 -0.961
C 1.367 -3.139 0.180
F -0.918 -1.007 0.662
Sb -2.196 -2.364 1.229
F -0.655 -3.446 1.582
F -2.207 -1.671 2.934
F -3.343 -3.781 1.687
F -3.619 -1.123 0.851
F -2.180 -2.963 -0.533
```

---

(2)
# C11H42F6N19O16S2

13 unconnected molecules or ions with the total composition C11H42F6N19O16S2 in a non-equilibrium geometry (the ωB97M-V functional and the def2-TZVPD basis, the Open Molecules 2025 dataset).

Results
HOMO	-6.799	eV
ΔE to the lowest compared entry with this formula, charge and spin	718.9	kJ/mol
charge	-1
HOMO-LUMO gap	0.303	Ha

Geometry as XYZ:
```
96
C11H42F6N19O16S2 (the ωB97M-V functional and the def2-TZVPD basis)
C 1.173 1.085 -2.118
F 1.090 2.408 -2.226
F 0.407 0.482 -3.067
F 2.443 0.626 -2.041
S 0.367 0.667 -0.425
O 0.997 1.671 0.417
O -1.093 0.817 -0.519
N 0.768 -1.050 -0.284
S -0.050 -1.473 1.029
O 0.260 -0.638 2.233
O -1.530 -1.695 0.780
C 0.728 -3.170 1.604
F 2.036 -2.952 1.784
F 0.144 -3.506 2.757
F 0.518 -4.116 0.639
C 2.252 -9.774 4.811
O 2.382 -10.399 3.773
N 1.078 -9.257 5.232
N 3.078 -9.725 5.794
H 0.343 -8.975 4.600
H 1.104 -9.017 6.212
H 2.784 -9.345 6.683
H 4.051 -9.981 5.707
C -3.709 0.041 -7.396
O -4.225 -0.454 -6.440
N -2.523 -0.283 -7.904
N -4.289 0.793 -8.265
H -2.271 -0.207 -8.879
H -1.922 -0.685 -7.198
H -3.787 0.795 -9.141
H -5.029 1.475 -8.179
C 8.239 4.415 -1.243
O 8.791 5.415 -1.684
N 7.346 3.720 -1.880
N 8.487 3.926 -0.073
H 6.839 2.957 -1.455
H 7.225 3.991 -2.845
H 8.970 4.491 0.611
H 8.229 3.012 0.272
C -4.019 -6.483 3.124
O -3.834 -7.097 4.139
N -4.425 -5.197 3.056
N -3.857 -6.938 1.910
H -4.819 -4.711 3.849
H -4.289 -4.653 2.216
H -3.585 -7.903 1.788
H -3.934 -6.208 1.216
C -6.453 0.997 2.672
O -6.201 0.365 3.651
N -7.606 1.573 2.435
N -5.708 0.983 1.619
H -7.861 2.006 1.559
H -8.390 1.411 3.051
H -5.867 1.660 0.886
H -4.966 0.303 1.692
C 1.206 5.423 4.939
O 1.693 5.509 6.040
N 0.597 4.455 4.365
N 1.467 6.301 4.079
H 0.364 3.631 4.900
H 0.423 4.511 3.371
H 1.434 6.059 3.099
H 2.040 7.055 4.430
C 6.352 0.785 3.561
O 7.173 0.492 2.723
N 5.261 1.486 3.380
N 6.407 0.276 4.692
H 4.707 1.402 4.221
H 4.902 1.897 2.531
H 7.215 -0.267 4.960
H 5.911 0.585 5.515
C -1.732 6.076 -5.618
O -2.078 5.680 -4.476
N -2.073 7.234 -6.098
N -1.075 5.436 -6.484
H -1.528 7.848 -6.686
H -2.619 7.777 -5.445
H -0.845 5.950 -7.322
H -0.764 4.484 -6.352
C -6.722 3.641 -2.224
O -7.808 3.481 -1.757
N -5.988 4.755 -2.061
N -6.086 2.593 -2.622
H -5.010 4.916 -2.257
H -6.560 5.434 -1.579
H -6.654 1.759 -2.668
H -5.131 2.511 -2.939
O 1.922 -3.528 -2.907
H 1.532 -2.838 -2.371
H 1.183 -3.912 -3.379
O 3.930 -6.358 -0.705
H 4.204 -7.254 -0.901
H 3.758 -6.360 0.237
O 4.529 -1.962 -0.492
H 4.959 -1.487 0.220
H 3.618 -1.669 -0.460
```

---

(3)
# C3H6BrP

A molecular structure, C3H6BrP in a non-equilibrium geometry (the ωB97M-V functional and the def2-TZVPD basis, the Open Molecules 2025 dataset).

Results
HOMO	-8.659	eV
ΔE to the lowest compared entry with this formula, charge and spin	313.1	kJ/mol
HOMO-LUMO gap	0.319	Ha

Geometry as XYZ:
```
11
C3H6BrP (the ωB97M-V functional and the def2-TZVPD basis)
C 1.375 3.042 -2.131
C 0.405 -0.165 0.678
C -0.430 0.779 -0.216
P 0.513 1.686 -1.540
Br 1.352 4.431 -0.871
H 1.334 0.417 0.876
H -0.157 -0.130 1.684
H 0.526 -1.175 0.240
H -0.863 1.678 0.290
H -1.355 0.215 -0.580
H 1.051 0.766 -2.413
```

---

(4)
# C24H38GeIrN2O3S2

A molecular structure, C24H38GeIrN2O3S2 (the ωB97M-V functional and the def2-TZVPD basis, the Open Molecules 2025 dataset).

Results
HOMO	-12.002	eV
ΔE to the lowest compared entry with this formula, charge and spin	0.0	kJ/mol
charge	+1
HOMO-LUMO gap	0.283	Ha

Geometry as XYZ:
```
71
C24H38GeIrN2O3S2 (the ωB97M-V functional and the def2-TZVPD basis)
Ir 0.190 -0.131 -0.541
C 2.151 0.444 2.259
C 0.844 -0.174 2.732
C 1.056 -1.604 3.209
C 0.259 0.656 3.871
O -0.107 -0.220 1.632
Ge -1.585 1.010 1.432
O -0.306 1.736 0.107
C -0.292 3.127 -0.342
C 0.457 3.909 0.726
C -1.732 3.603 -0.475
C 0.409 3.228 -1.679
O -1.988 -0.081 -0.082
C -2.990 -1.133 -0.115
C -3.662 -1.260 1.245
C -4.001 -0.745 -1.184
C -2.299 -2.441 -0.477
H 2.824 0.608 3.101
H 1.970 1.400 1.768
H 2.658 -0.218 1.553
H 1.789 -1.628 4.017
H 1.424 -2.239 2.403
H 0.121 -2.026 3.580
H 0.914 0.598 4.740
H -0.723 0.281 4.167
H 0.166 1.710 3.598
H -0.046 3.829 1.692
H 0.503 4.965 0.459
H 1.476 3.536 0.829
H -2.251 3.589 0.485
H -2.282 2.976 -1.179
H -1.750 4.630 -0.840
H 1.444 2.890 -1.613
H 0.404 4.268 -2.006
H -0.118 2.652 -2.435
H -4.173 -0.336 1.525
H -2.933 -1.510 2.021
H -4.407 -2.055 1.219
H -4.444 0.224 -0.951
H -4.801 -1.484 -1.245
H -3.520 -0.678 -2.161
H -1.571 -2.707 0.295
H -1.792 -2.343 -1.440
H -3.022 -3.253 -0.556
S 0.562 -3.722 -1.890
C 2.297 -3.518 -2.088
C 3.274 -4.101 -2.869
C 4.565 -3.594 -2.730
C 5.610 -4.142 -3.551
N 6.434 -4.574 -4.223
C 4.863 -2.562 -1.821
C 3.867 -2.001 -1.021
C 2.598 -2.497 -1.199
S 1.022 -2.263 -0.415
C 6.206 -2.069 -1.699
N 7.276 -1.672 -1.577
H 3.071 -4.898 -3.570
H 4.105 -1.216 -0.317
C 0.112 0.904 -4.738
C 0.869 0.395 -3.512
C 1.669 -0.866 -3.868
C -0.065 0.129 -2.370
H 0.806 1.162 -5.538
H -0.485 1.790 -4.517
H -0.561 0.132 -5.119
H 1.597 1.136 -3.176
H 1.012 -1.691 -4.149
H 2.300 -1.174 -3.041
H 2.314 -0.648 -4.719
H 1.715 0.188 -0.633
H -1.116 0.112 -2.688
```

---

E? In order: -3947.6028; -4084.2640; -3033.1173; -4249.9304 a.u..